Entry 1:
Here is C21H28BrN4O2PtSSi as an isolated structure from the OMol25 dataset. Energies are from ωB97M-V with the def2-TZVPD basis set.

```
59
C21H28BrN4O2PtSSi | the OMol25 dataset | ωB97M-V with the def2-TZVPD basis set
Pt -0.22360 1.18574 0.74806
C -1.52582 -1.18799 2.82211
O -0.63625 -1.11676 1.70286
C -0.52245 -2.26325 0.93917
C -1.02652 -3.48306 1.34907
C -0.85265 -4.58666 0.52277
Br -1.50508 -6.25751 1.10318
C -0.22704 -4.48642 -0.69750
C 0.26818 -3.25086 -1.12017
C 0.14432 -2.15463 -0.27947
O 0.63291 -0.90362 -0.64615
C 0.89797 -3.18932 -2.45409
N 1.15991 -4.25487 -3.15520
C 1.71238 -3.78708 -4.33669
C 2.18630 -4.49562 -5.44243
C 2.69685 -3.77126 -6.49827
C 2.73993 -2.36504 -6.47243
C 2.27742 -1.64818 -5.38909
C 1.76842 -2.39037 -4.32468
N 1.24623 -2.02942 -3.10039
H -2.50004 -1.57633 2.52315
H -1.63956 -0.16935 3.18183
H -1.10647 -1.81550 3.60818
H -1.53403 -3.59824 2.29397
H -0.10717 -5.34001 -1.34907
H 1.57433 -0.84371 -0.43511
H 2.14890 -5.57736 -5.45607
H 3.07430 -4.29037 -7.36959
H 3.14599 -1.83430 -7.32384
H 2.30866 -0.56587 -5.37389
H 1.08290 -1.09950 -2.75933
C -2.96655 0.14698 -0.43910
Si -2.25026 1.83684 -0.09929
C -3.37108 2.80919 1.01152
C -2.01986 2.81512 -1.65732
H -3.89371 0.30515 -1.00140
H -3.21094 -0.39486 0.47708
H -2.30274 -0.47580 -1.04447
H -4.33227 2.88801 0.49161
H -2.99108 3.82089 1.16777
H -3.55012 2.34863 1.98494
H -2.99967 2.93898 -2.13283
H -1.35185 2.33091 -2.37194
H -1.62525 3.80886 -1.43479
S 1.75878 2.38612 1.00179
C 1.53355 3.14536 2.56531
N 1.30643 2.44296 3.66465
C 1.23611 3.04978 4.99633
C 0.62034 4.43036 4.85006
C 1.47091 5.23699 3.88688
N 1.66011 4.45831 2.65359
H 1.28661 1.44200 3.55562
H 2.23924 3.12223 5.42103
H 0.63954 2.40800 5.63988
H 0.56003 4.93211 5.81329
H -0.38983 4.33008 4.44777
H 2.44339 5.46457 4.32444
H 0.98864 6.17586 3.62581
H 1.85227 4.94308 1.79090
```

Properties
Charge ... +1
ΔE to the lowest compared entry with this formula, charge and spin ... 235.3 kJ/mol
F_max ... 0.0203 hartree/bohr
LUMO ... -4.09 eV
E_HOMO ... -10.2 eV

Entry 2:
Here is C21H28Cl3CoO4 as an isolated structure from the OMol25 dataset. Energies are from ωB97M-V with the def2-TZVPD basis set.

```
57
C21H28Cl3CoO4 | the OMol25 dataset | ωB97M-V with the def2-TZVPD basis set
O -0.27839 -1.70507 -4.34468
C -1.71714 -1.43965 -4.27879
C -2.07366 -2.61914 -5.19344
H -1.92696 -0.43803 -4.69246
H -2.12071 -1.52903 -3.25811
C -0.53108 -2.89370 -5.17202
H -2.45333 -2.30656 -6.16268
H -2.71241 -3.33469 -4.67239
C 0.15386 -2.72816 -6.52334
H -0.27847 -1.90991 -7.11124
H 0.07914 -3.64510 -7.11367
H 1.21856 -2.51337 -6.38628
C -0.13337 -4.17822 -4.44502
H -0.97326 -4.54598 -3.84264
H 0.71974 -3.99034 -3.78153
H 0.14236 -4.95855 -5.16544
Co 0.68361 1.99131 -1.11195
C -1.25862 0.00173 1.21141
C -2.47187 0.72010 1.00367
C -3.15915 0.09424 -0.09077
H -2.82109 1.56488 1.56979
C -2.36554 -1.00665 -0.55290
C -1.18242 -1.05951 0.24550
H -0.36750 -1.76558 0.12898
H -0.51601 0.22032 1.96511
H -4.10904 0.41419 -0.50375
H -2.61952 -1.68561 -1.34950
C 2.06490 1.53707 0.43823
C 1.67845 0.30559 -0.14710
C 1.90794 0.36682 -1.55235
H 1.36141 -0.57649 0.39982
C 2.54479 1.62458 -1.83233
C 2.61138 2.37035 -0.59935
H 3.04647 3.34926 -0.44873
H 2.08880 1.74291 1.50401
H 1.68199 -0.42599 -2.25835
H 2.89712 1.95348 -2.80539
O 0.51985 1.97737 -3.70983
C 0.72193 1.80302 -5.13889
C -0.08314 2.85310 -5.91315
H 0.38746 0.79359 -5.39215
H 1.79857 1.91219 -5.36527
C -0.50133 3.87891 -4.85024
H -0.98719 2.40936 -6.34776
H 0.49219 3.30555 -6.71912
C -0.16406 3.22164 -3.51282
H -1.57201 4.10359 -4.90821
H 0.09008 4.80390 -4.84546
H -1.08432 2.96145 -2.97930
H 0.50483 3.85318 -2.88068
Cl 0.59817 5.28667 -0.15643
C -0.97397 4.59572 0.41496
Cl -0.64493 3.42773 1.71430
Cl -2.04117 5.87177 0.95387
C -1.55238 3.87645 -0.84388
O -2.19862 4.54401 -1.65499
O -1.21489 2.63013 -0.98471
```

Properties
Charge ... -1
F_max ... 0.0717 hartree/bohr
LUMO (spin up / spin down) ... 2.49 / 2.49 eV
E_HOMO (spin up / spin down) ... -2.7 / -2.6 eV
2S+1 ... 4